Run a
19
Properties=species:S:1:pos:R:3:lowdin_charge:R:1 method="wB97M-V/def2-TZVPD" gap_ev=9.429 lumo_energy_ev=1.06 smiles="C=C1[C@@H]2CC[C@H]1NC2" charge=0
H -1.12831 -1.32802 -1.61539 0.094
H 0.07105 -2.27666 0.04506 0.112
C -0.07344 0.96129 1.39984 -0.170
C 0.88587 0.17080 -0.56583 -0.292
C 2.07710 0.26000 -1.17536 0.085
C -1.21820 -0.76175 -0.70027 -0.136
C -0.49507 -1.44615 0.49803 -0.109
H -0.72697 0.84185 2.24707 0.104
C -0.46629 0.64672 -0.89751 -0.279
N -0.79549 1.48896 0.24399 -0.016
C 0.59785 -0.32736 0.84914 -0.216
H -0.66281 1.09759 -1.93554 0.165
H 0.68309 1.67056 1.76128 0.109
H 1.41525 -0.72777 1.46427 0.138
H -1.18981 -1.60832 1.32909 0.106
H -2.27817 -0.61268 -0.50884 0.095
H -1.78188 1.55144 0.36794 0.095
H 2.19139 0.45810 -2.24458 0.066
H 2.89483 -0.05859 -0.56238 0.050

Run b
19
Properties=species:S:1:pos:R:3:lowdin_charge:R:1 method="wB97M-V/def2-TZVPD" gap_ev=9.434 lumo_energy_ev=1.04 smiles=C[C@]12N[C@H]1C[C@H]1C[C@@H]12 charge=0
H 1.58127 0.86120 -2.19556 0.109
H -1.74702 -1.38165 1.44583 0.079
H -0.88278 2.69356 0.60682 0.140
H 0.34516 2.19462 2.13142 0.100
C -0.22729 1.89689 1.20712 -0.018
C -0.82179 -0.99116 1.20521 -0.135
H -1.65210 0.72014 0.39774 0.116
H -0.24457 0.90089 -2.47765 0.056
C 0.41343 0.71998 0.39862 -0.183
C 0.44963 -0.24631 -0.79677 -0.413
H 0.58879 -0.65004 -3.00582 0.108
H -0.75105 -2.41910 -0.59375 0.164
C 0.58763 0.24057 -2.25019 -0.020
H 1.10093 0.31057 1.06154 0.088
C -0.91865 0.49779 1.17304 -0.216
C -0.38353 -1.38341 -0.22589 -0.207
H 1.62517 -1.36841 0.33047 0.063
H -0.05845 -1.14397 1.94359 0.114
N 0.99524 -1.45213 -0.35576 0.053

run a wins, 4.697 eV ahead of the next structure.